Entry 1:
ORCA calculation (the ωB97M-V functional and the def2-TZVPD basis) on a cluster of 2 separate species, C16H22F2IN3O5 in total in a non-equilibrium geometry.

Computed properties:
- HOMO (eV) = -6.230
- E (eV) = -45184.6205
- gap between HOMO and LUMO (eV) = 3.633
- LUMO energy (eV) = -2.60
- strongest force on any atom (eV Å⁻¹) = 4.53

Atoms and positions in Å:
I (-4.15511, 2.02477, 1.06457)
F (-3.71700, -0.97865, -3.33050)
F (-5.44832, -1.97101, 0.68551)
O (-5.74548, -1.72617, -2.90078)
O (-6.92879, -0.74885, -0.42676)
O (3.67678, 3.15362, 0.76895)
O (4.50910, 2.44645, 2.71642)
O (-0.38684, -3.80175, -1.57538)
N (-1.26430, -1.05664, 0.05510)
N (-4.78524, -0.49333, -1.19569)
N (-3.05657, 0.42496, 0.36424)
C (1.28372, -0.66430, 0.23982)
C (-4.80403, -1.12252, -2.50022)
C (-0.50660, -3.54583, -2.89072)
C (3.79064, -0.21398, -0.00677)
C (0.06687, -1.67634, 0.23102)
C (-3.46111, -0.55663, -0.59101)
C (2.21622, 2.97495, 2.93605)
C (2.89159, 2.29653, -0.09379)
C (-2.35246, -1.47213, -0.74940)
C (3.52794, 2.83509, 2.11868)
C (3.71674, 1.15644, -0.80345)
C (1.19607, 3.86303, 2.69198)
C (-1.73760, 0.06744, 0.69636)
C (2.61188, -1.24392, -0.38938)
C (-5.79196, -1.05505, -0.30243)
C (-1.09861, 1.01525, 1.75721)
H (4.77343, 1.52983, -0.93295)
H (2.48689, 2.96455, -0.91980)
H (-1.62017, 0.88215, 2.74882)
H (0.39860, -3.69468, -3.51777)
H (1.51368, -0.41192, 1.32395)
H (0.02104, -2.35015, 1.13572)
H (-1.20694, 2.08562, 1.40440)
H (3.23395, 0.92232, -1.80442)
H (0.19730, -2.35217, -0.69015)
H (0.64458, 4.30851, 3.57261)
H (2.07374, 2.24946, 3.78585)
H (4.79757, -0.72717, -0.08427)
H (2.86029, -2.20738, 0.13819)
H (-0.79893, -2.50469, -3.18138)
H (0.98353, 0.25065, -0.35478)
H (-1.25652, -4.14251, -3.45359)
H (3.62641, 0.01332, 1.09387)
H (2.59134, -1.33006, -1.50996)
H (-0.00548, 0.85143, 1.93585)
H (0.80926, 4.15219, 1.67714)
H (-2.36465, -2.36641, -1.42206)
H (1.99356, 1.94570, 0.48512)

Force components x, y, z for each atom (eV/Å):
0.37 -0.75 -0.38
-1.06 0.60 2.18
0.68 1.69 -1.84
0.84 0.57 0.53
1.02 -0.22 0.34
-1.04 -0.62 1.05
-1.25 0.75 -0.34
-0.15 0.53 0.51
-3.57 2.74 0.45
3.20 -2.13 1.02
2.12 -2.59 -1.32
-0.52 -0.26 0.09
-1.32 -0.81 -1.62
-0.03 -0.04 -1.08
-0.72 -0.24 0.60
1.44 -0.69 -0.72
2.73 -0.71 0.47
-1.25 0.31 -1.00
-0.91 0.44 -1.38
-2.19 1.11 -0.30
0.90 -1.36 0.22
0.15 -0.69 0.59
0.27 -0.53 0.32
-0.30 1.56 1.27
0.76 1.04 1.04
-2.38 -0.28 -0.13
0.50 -0.40 -0.26
-1.23 -0.19 -0.16
0.50 -0.62 1.02
0.41 0.19 -1.08
0.31 -0.07 0.20
-0.14 0.11 -1.35
0.08 0.81 -0.98
0.03 -1.25 0.44
0.70 0.56 1.01
-0.66 -0.21 0.80
0.06 -1.25 -1.12
1.14 1.51 -0.33
-1.17 0.72 -0.14
-0.35 0.72 -0.94
-0.09 0.44 0.22
0.28 -0.81 0.83
-0.22 -0.26 0.23
0.51 -0.24 -1.09
-0.31 -0.31 1.15
-1.11 -0.08 -0.35
1.34 0.48 1.00
0.74 0.71 0.88
0.91 0.01 -0.56

Entry 2:
ORCA calculation (the ωB97M-V functional and the def2-TZVPD basis) on a cluster of 3 separate species, C16H22F2N3O7 in total in a non-equilibrium geometry.

Computed properties:
- HOMO (eV) = -11.919
- E (eV) = -41179.7970
- gap between HOMO and LUMO (eV) = 7.153
- charge = +1
- LUMO energy (eV) = -4.77
- strongest force on any atom (eV Å⁻¹) = 1.92

Atoms and positions in Å:
F (5.77636, 0.43394, -0.13300)
F (-2.63765, -3.86688, 5.69052)
O (-2.66100, 3.15640, -2.36531)
O (-2.61232, -3.07577, 3.57563)
O (-1.39965, -4.67675, 2.58968)
O (4.73151, 3.40708, -1.52213)
O (-1.96280, -2.83185, 1.43359)
O (6.29099, 4.80693, -0.69172)
O (6.25397, 2.63835, -0.04843)
N (-2.99704, 2.73542, -0.12457)
N (1.57739, -0.45066, -1.42989)
N (2.30973, -0.99917, -0.50009)
C (-2.72613, -4.23388, 4.39603)
C (5.22595, 1.68303, -0.11076)
C (0.37426, -0.93866, -1.56051)
C (-0.51546, -0.34219, -2.63452)
C (-3.31594, 1.36386, -0.55203)
C (-2.16821, 4.97764, -0.92136)
C (-1.98442, -0.14159, -2.18482)
C (-1.98875, -3.46749, 2.44158)
C (2.01295, -1.99252, 0.29751)
C (-2.61538, 3.54420, -1.20783)
C (-2.00485, 0.53991, -0.79721)
C (0.73536, -2.55154, 0.17956)
C (5.81115, 3.73406, -0.75229)
C (-1.53334, -5.05008, 3.96984)
C (-0.11538, -2.01049, -0.75629)
C (4.55454, 1.99956, -1.42110)
H (-2.44180, -1.13721, -2.11814)
H (-3.98427, 1.34113, -1.41097)
H (-0.41262, -0.98831, -3.52005)
H (-2.13591, 5.11884, 0.16605)
H (-1.19372, 5.14589, -1.38437)
H (3.49647, 1.73471, -1.41756)
H (-2.47265, 0.46789, -2.94887)
H (-1.16172, 1.23262, -0.67001)
H (5.03900, 1.51110, -2.26919)
H (-2.24618, 2.73227, 0.55934)
H (3.24623, -0.61188, -0.39216)
H (-2.88064, 5.69852, -1.32953)
H (-0.07158, 0.61711, -2.93007)
H (2.75386, -2.35522, 1.00224)
H (0.42092, -3.36520, 0.82293)
H (-0.62798, -4.77273, 4.51114)
H (-1.69349, -6.11994, 4.07438)
H (4.57574, 1.78216, 0.76304)
H (-1.12263, -2.39207, -0.86946)
H (-1.96858, -0.22958, -0.01354)
H (-3.69078, -4.71190, 4.21811)
H (-3.84350, 0.91093, 0.29662)

Force components x, y, z for each atom (eV/Å):
-0.20 -0.12 0.17
-0.06 0.06 -0.07
-0.18 -0.14 0.68
-0.05 -0.40 -0.41
-0.12 0.29 0.07
0.18 -0.25 0.36
0.16 0.04 -0.03
0.03 -0.06 -0.01
-0.59 0.07 0.04
0.31 0.04 -1.39
0.01 0.40 -0.11
1.75 0.08 0.66
0.13 0.18 0.51
0.61 0.03 -0.23
-1.76 -0.39 -0.68
0.45 0.20 -0.06
0.61 -0.58 1.25
-0.16 -0.71 0.88
1.21 -0.27 0.33
-0.10 0.13 0.00
-1.07 -0.93 0.22
0.08 0.71 -1.02
-1.26 0.05 -0.42
-0.15 -0.01 0.02
0.21 0.46 -0.16
0.16 -0.50 0.04
0.90 0.15 0.19
-0.53 -0.04 -0.34
-0.32 0.36 -0.16
0.20 0.34 0.05
-0.25 0.05 0.18
0.21 0.24 -0.25
-0.13 0.01 0.11
-0.06 0.27 -0.09
-0.09 -0.14 0.22
-0.01 -0.26 -0.17
0.14 -0.12 0.16
-0.46 0.26 0.40
-0.12 0.15 -0.32
0.02 -0.27 -0.07
-0.12 -0.13 0.13
0.03 0.27 -0.16
0.08 0.09 -0.10
-0.12 0.15 0.09
-0.01 0.00 -0.26
0.10 -0.18 0.08
0.11 0.10 -0.02
0.30 0.20 -0.10
-0.03 0.07 0.08
-0.05 0.07 -0.26

Entry 3:
ORCA calculation (the ωB97M-V functional and the def2-TZVPD basis) on a cluster of 2 separate species, C16H22INO4S in total.

Computed properties:
- HOMO (eV) = -9.639
- E (eV) = -45564.1764
- SMILES = [H]/N=C\C[C@@](CCC(=O)O)(OC(=O)S)[C@@H](I)CC.c1ccccc1
- gap between HOMO and LUMO (eV) = 9.581
- LUMO energy (eV) = -0.06
- strongest force on any atom (eV Å⁻¹) = 0.63

Atoms and positions in Å:
I (2.15646, 0.93507, 0.17549)
S (-1.12573, 0.16591, 3.84977)
O (-0.70126, 3.77326, -2.70404)
O (-1.95862, 1.48669, 1.57646)
O (1.18673, 2.61628, -2.85730)
O (-2.37758, 2.42171, 3.53070)
N (-2.66690, -1.79703, 1.28622)
C (-0.90011, 1.16441, 0.61372)
C (3.02152, -4.81649, -1.66228)
C (0.82021, -5.25846, -0.79901)
C (0.69005, -3.92203, -0.44731)
C (-1.50686, 1.76319, -0.66595)
C (1.72720, -3.03416, -0.70101)
C (-0.14328, 2.73082, -2.57166)
C (0.51018, 3.36775, 0.80911)
C (0.40946, 1.86169, 1.05605)
C (1.98610, -5.70508, -1.40575)
C (-0.42440, 4.20498, 1.68253)
C (-0.79587, -0.36760, 0.48920)
C (-0.82439, 1.49009, -2.01835)
C (-2.13294, -1.06084, 0.41138)
C (2.89217, -3.48039, -1.30946)
C (-1.85422, 1.55133, 2.91611)
H (3.92944, -5.16596, -2.13688)
H (-0.13281, 0.64745, -2.00491)
H (-0.15227, 5.25864, 1.60365)
H (-0.20588, -0.78946, 1.30501)
H (1.53838, 3.66167, 1.03114)
H (-2.07987, -1.84950, 2.12229)
H (-0.26069, -0.59971, -0.43400)
H (-1.60725, 1.25579, -2.74668)
H (0.36130, 3.59212, -0.24883)
H (-0.32917, 3.92524, 2.73536)
H (0.09321, 0.17946, 3.30231)
H (-2.67979, -0.93446, -0.52829)
H (-1.63099, 2.83892, -0.53799)
H (1.62557, -1.99254, -0.42441)
H (2.08825, -6.74754, -1.67872)
H (-2.52274, 1.36469, -0.69875)
H (3.70056, -2.78731, -1.50691)
H (0.59287, 1.67331, 2.11118)
H (1.36773, 1.81072, -3.35808)
H (0.01319, -5.95169, -0.59977)
H (-0.22107, -3.57335, 0.02468)
H (-1.47591, 4.09242, 1.41398)

Force components x, y, z for each atom (eV/Å):
0.10 0.03 0.03
0.02 0.09 0.20
-0.11 0.41 0.19
0.30 0.43 -0.02
-0.13 0.29 -0.55
-0.32 0.04 0.06
0.09 -0.03 -0.01
0.00 -0.24 -0.14
0.00 0.00 0.00
0.00 -0.01 0.00
-0.01 0.02 0.00
-0.39 -0.05 0.04
-0.07 -0.02 -0.01
0.28 -0.46 0.07
0.06 0.07 0.07
0.04 0.05 -0.13
0.00 0.00 0.00
-0.04 -0.04 0.06
0.09 -0.10 0.08
-0.03 0.01 -0.28
-0.11 0.03 -0.10
0.01 0.00 0.00
0.21 -0.27 -0.03
0.00 0.00 0.00
-0.04 0.06 0.10
-0.06 -0.05 -0.07
-0.06 0.02 -0.03
-0.05 -0.04 -0.01
-0.02 0.01 -0.02
0.04 0.01 0.10
0.06 -0.04 0.07
0.03 0.01 0.07
0.01 0.04 -0.07
-0.01 -0.08 -0.17
-0.01 0.03 0.06
0.00 -0.07 0.01
0.04 -0.02 0.01
0.00 0.00 0.00
0.06 0.03 -0.03
0.00 0.00 0.00
-0.09 -0.01 0.02
0.05 -0.18 0.41
0.00 0.00 0.00
0.00 -0.01 0.00
0.08 0.02 0.01

Question: What is the E in the first record?
Answer: -45184.6205 eV

Question: Among the records above, which one has the highest gap between HOMO and LUMO?
Answer: C16H22INO4S

Question: The highest HOMO belongs to which entry?
Answer: C16H22F2IN3O5